[1]
ORCA calculation (wB97M-V/def2-TZVPD) on the molecule C22H18N2O4.

Atoms and positions in Å:
C  -3.5275  -1.2269  2.3686
C  -3.6648  -0.0643  1.3895
C  -4.5358  -0.3833  0.1933
C  -4.3507  -1.5363  -0.5595
C  -5.1561  -1.7907  -1.6558
C  -6.1533  -0.8996  -2.0130
C  -6.3391  0.2542  -1.2713
C  -5.5330  0.5109  -0.1764
N  -2.3534  0.4099  0.9465
C  -2.0263  1.7608  1.0126
O  -2.7489  2.6237  1.4408
C  -0.6505  1.8701  0.4715
C  0.1749  2.9620  0.2969
C  1.4319  2.7348  -0.2490
C  1.8575  1.4562  -0.6048
C  3.2293  1.3400  -1.1977
O  3.7599  2.2683  -1.7734
N  3.8219  0.1337  -1.0455
C  5.1768  -0.1182  -1.4997
C  6.0248  -0.6571  -0.3981
C  6.5092  -1.9118  -0.1654
C  7.2249  -1.8405  1.0547
C  7.1145  -0.5517  1.4739
O  6.3912  0.1702  0.6046
C  1.0084  0.3583  -0.4390
C  -0.2365  0.5889  0.1035
C  -1.3365  -0.3619  0.4103
O  -1.3475  -1.5566  0.2491
H  -3.0171  -2.0671  1.9087
H  -4.5172  -1.5455  2.6851
H  -2.9624  -0.9123  3.2438
H  -4.1010  0.7959  1.9131
H  -3.5690  -2.2327  -0.3012
H  -5.0024  -2.6902  -2.2336
H  -6.7814  -1.1019  -2.8680
H  -7.1120  0.9570  -1.5456
H  -5.6771  1.4156  0.3969
H  -0.1496  3.9529  0.5727
H  2.1141  3.5547  -0.4176
H  3.3825  -0.5834  -0.4913
H  5.5599  0.8439  -1.8543
H  5.1676  -0.8340  -2.3285
H  6.3811  -2.7740  -0.7873
H  7.7444  -2.6378  1.5446
H  7.4916  -0.0442  2.3393
H  1.2827  -0.6401  -0.7445

Calculated values
Calculated total energy   -34277.570 eV
LUMO energy   -0.62 eV
SMILES   C[C@H](c1ccccc1)N1C(=O)c2ccc(C(=O)NCc3ccco3)cc2C1=O
HOMO-LUMO gap   0.305 hartree



[2]
ORCA calculation (wB97M-V/def2-TZVPD) on C22H18N3O4PtS as an isolated structure at a distorted geometry.

Atoms and positions in Å:
Pt  0.0320  0.3946  0.0407
O  3.6506  -0.1118  3.1363
C  2.6288  -0.2110  2.2480
O  2.8690  -0.3803  1.0877
C  1.3112  -0.1321  2.8963
C  1.2757  0.0452  4.2775
C  0.0693  0.1071  4.9344
C  -1.0851  0.0018  4.1823
C  -1.0027  -0.1400  2.8077
N  0.1718  -0.2195  2.1480
C  -2.3526  -0.2255  2.0518
O  -3.3500  -0.3330  2.7782
O  -2.2953  -0.1902  0.8018
H  4.4565  -0.1317  2.6060
H  2.2135  0.1249  4.8073
H  0.0226  0.2326  6.0082
H  -2.0728  0.0363  4.6183
C  0.6255  3.2515  2.1014
C  0.2791  4.0917  0.9071
C  0.1604  5.4656  0.9957
C  -0.1912  6.2454  -0.1012
C  -0.4544  5.6143  -1.3143
C  -0.3555  4.2454  -1.4568
C  -0.6864  3.5468  -2.7440
C  0.0477  3.4356  -0.3457
N  0.2333  2.1366  -0.5090
H  0.8351  3.8740  2.9735
H  1.4955  2.6232  1.8853
H  -0.2043  2.5805  2.3464
H  0.3559  5.9447  1.9510
H  -0.2757  7.3217  -0.0087
H  -0.7493  6.2156  -2.1698
H  -0.9806  4.2623  -3.5143
H  -1.5067  2.8412  -2.5840
H  0.1626  2.9584  -3.1021
S  -0.7728  -4.2448  0.1439
C  -1.0386  -2.5360  -0.0148
N  -0.0299  -1.8497  -0.4299
C  1.0602  -2.6564  -0.7055
C  2.2764  -2.2426  -1.2457
C  3.2606  -3.1862  -1.4583
C  3.0529  -4.5352  -1.1540
C  1.8428  -4.9684  -0.6465
C  0.8510  -4.0186  -0.4336
H  -1.9864  -2.0838  0.2499
H  2.4226  -1.1945  -1.4639
H  4.2132  -2.8777  -1.8697
H  3.8445  -5.2546  -1.3229
H  1.6651  -6.0121  -0.4215

Calculated values
Calculated total energy   -49849.172 eV
LUMO energy (spin up / spin down)   2.21 / 2.21 eV
Charge   -1
HOMO-LUMO gap (spin up / spin down)   0.183 / 0.177 hartree



[3]
ORCA calculation (wB97M-V/def2-TZVPD) on the molecule C22H18N4 at a distorted geometry.

Atoms and positions in Å:
C  1.2711  -0.4993  -6.3049
C  0.4322  0.1612  -5.2360
C  -0.0851  1.4534  -5.4975
C  -0.7148  2.2003  -4.5052
C  -0.7931  1.6811  -3.2037
C  -0.2852  0.3991  -2.9140
C  -0.3063  -0.1033  -1.5416
N  0.1246  -1.3640  -1.2590
N  -0.7360  0.6678  -0.5763
C  -0.7406  0.4297  0.7946
N  0.2228  -0.3810  1.2834
C  0.2604  -0.6476  2.6029
C  1.3971  -1.4250  3.1951
C  2.5437  -1.6898  2.3939
C  3.6330  -2.3429  2.9661
C  3.6048  -2.6901  4.2913
C  2.4955  -2.3915  5.0471
N  1.3995  -1.7902  4.5102
C  -0.7561  -0.1515  3.4409
C  -1.7680  0.7103  2.9326
C  -2.7662  1.1726  3.7520
C  -3.7471  2.0246  3.2475
C  -3.6502  2.4161  1.8991
C  -2.6162  1.9661  1.0957
C  -1.7002  1.0698  1.5823
C  0.2692  -0.3558  -3.9642
H  0.8911  -0.2515  -7.3031
H  2.3228  -0.1570  -6.2041
H  1.2768  -1.5956  -6.1959
H  0.0302  1.8355  -6.5015
H  -1.1247  3.1842  -4.7447
H  -1.2615  2.2907  -2.4256
H  0.3572  -1.3854  -0.2479
H  0.7712  -1.7300  -1.9257
H  2.5475  -1.3547  1.3568
H  4.5169  -2.5010  2.3541
H  4.4430  -3.2501  4.7780
H  2.4939  -2.7049  6.0693
H  -0.7176  -0.3510  4.5193
H  -2.7615  0.9230  4.8036
H  -4.5334  2.4254  3.8864
H  -4.4053  3.1110  1.5039
H  -2.5228  2.3368  0.0669
H  0.6874  -1.3456  -3.8220

Calculated values
Calculated total energy   -29067.056 eV
LUMO energy   -0.10 eV
SMILES   Cc1cccc(/C(N)=N/c2nc(-c3ccccn3)cc3ccccc23)c1
HOMO-LUMO gap   0.273 hartree



[4]
ORCA calculation (wB97M-V/def2-TZVPD) on the molecule C22H18N4O2 at a distorted geometry.

Atoms and positions in Å:
C  -0.1840  -3.1156  1.3196
C  1.1290  -2.6220  1.9323
N  1.7741  -3.4741  2.8587
C  2.8732  -3.0690  3.4826
C  3.5022  -1.8590  3.0067
N  4.6575  -1.3361  3.3450
C  4.8192  -0.2417  2.5237
C  3.6903  -0.0376  1.7698
N  2.8571  -1.0640  2.1003
C  1.6442  -1.4004  1.5633
C  1.0634  -0.4118  0.6572
C  0.2861  0.5659  1.2671
C  -0.3470  1.5109  0.4993
C  -0.2359  1.5314  -0.8883
O  -0.8931  2.4798  -1.6370
C  -2.2362  2.7079  -1.4247
N  -2.5919  3.9833  -1.3155
C  -3.9034  4.2913  -1.1575
C  -4.8833  3.3016  -1.1132
C  -4.4928  1.9808  -1.2469
O  -5.2405  0.8383  -1.1892
C  -4.3797  -0.2161  -1.3481
C  -3.1104  0.2539  -1.4657
C  -3.1676  1.6828  -1.3916
C  0.6200  0.5928  -1.4940
C  0.8370  0.6493  -2.9830
C  1.2070  -0.4454  -0.7447
C  2.0316  -1.5213  -1.4459
H  -0.9490  -3.1173  2.1118
H  -0.0091  -4.1355  0.9382
H  -0.5686  -2.4995  0.5087
H  3.3550  -3.7742  4.1297
H  5.6832  0.3970  2.5253
H  3.5050  0.7618  1.0450
H  0.1070  0.6172  2.3543
H  -0.9330  2.2773  1.0334
H  -4.2305  5.3258  -1.1882
H  -5.9402  3.5798  -1.0253
H  -4.6718  -1.2481  -1.3291
H  -2.2400  -0.3584  -1.5570
H  0.2070  1.3692  -3.5302
H  1.8707  0.9655  -3.1592
H  0.7407  -0.3209  -3.4914
H  2.6288  -2.1230  -0.7397
H  1.3743  -2.2118  -1.9928
H  2.7444  -1.0606  -2.1137

Calculated values
Calculated total energy   -33160.764 eV
LUMO energy   0.51 eV
SMILES   Cc1ncc2nccn2c1-c1ccc(Oc2nccc3occc23)c(C)c1C
HOMO-LUMO gap   0.330 hartree



[5]
ORCA calculation (wB97M-V/def2-TZVPD) on the molecule C22H18N4O2S at a distorted geometry.

Atoms and positions in Å:
C  -0.8842  5.8758  -1.3851
O  -1.1527  5.2364  -0.1270
C  -0.9533  3.8746  -0.1024
C  -1.6028  3.1905  0.9558
C  -1.5506  1.8064  0.9860
O  -2.1573  1.0890  1.9927
C  -2.5126  1.8487  3.1699
C  -2.5231  0.9122  4.3491
C  -3.6854  0.1428  4.5534
C  -3.7270  -0.7605  5.6046
C  -2.6546  -0.9544  6.4218
C  -1.4773  -0.2043  6.2193
C  -1.4115  0.7585  5.1885
C  -0.8163  1.1324  -0.0068
S  -0.5737  -0.5861  -0.2217
C  0.4493  -0.2441  -1.6351
C  1.1969  -1.2412  -2.4217
C  1.1685  -2.6207  -2.3190
N  2.0886  -3.0610  -3.1986
N  2.5171  -4.3506  -3.3226
C  3.5138  -4.6158  -4.1130
C  4.0204  -6.0380  -4.1993
C  4.1913  -3.5583  -4.9001
C  3.7455  -2.2368  -4.8000
C  2.6480  -1.9920  -3.8508
N  2.1255  -0.8707  -3.4208
N  0.5580  1.0574  -1.9138
C  -0.1684  1.8079  -0.9898
C  -0.2374  3.1714  -1.0809
H  -1.1624  5.3206  -2.3151
H  0.2058  6.0935  -1.4136
H  -1.3769  6.8574  -1.4042
H  -2.2237  3.7672  1.6172
H  -1.7856  2.6437  3.3763
H  -3.5076  2.2715  3.0070
H  -4.5401  0.3226  3.9002
H  -4.5891  -1.4040  5.7545
H  -2.6555  -1.6928  7.1877
H  -0.6381  -0.2676  6.9288
H  -0.4964  1.3309  4.9925
H  0.5775  -3.1999  -1.5905
H  3.9022  -6.3760  -5.2101
H  5.1014  -6.0083  -3.9644
H  3.4656  -6.6831  -3.5259
H  5.0054  -3.7857  -5.5679
H  4.2006  -1.4749  -5.3882
H  0.3823  3.7155  -1.8171

Calculated values
Calculated total energy   -43995.266 eV
LUMO energy   -0.05 eV
SMILES   COc1cc(OCc2ccccc2)c2sc(-c3cn4nc(C)ccc4n3)nc2c1
HOMO-LUMO gap   0.287 hartree



[6]
ORCA calculation (wB97M-V/def2-TZVPD) on the molecule C22H18N4O3 at a distorted geometry.

Atoms and positions in Å:
O  0.5356  -2.6167  -1.3908
C  -0.0765  -1.5841  -1.6267
N  -1.1502  -1.5113  -2.5716
C  -1.6632  -2.5909  -3.3882
C  -3.0303  -2.7015  -3.3919
C  -3.6662  -3.6232  -4.1775
C  -2.9337  -4.3121  -5.1417
C  -1.5153  -4.3250  -5.1238
C  -0.8819  -3.4180  -4.2190
N  0.2980  -0.5030  -0.8573
C  -0.4307  0.8113  -0.7930
C  -1.6538  0.8947  0.0848
O  -2.7713  0.8427  -0.3463
N  -1.6025  0.5210  1.4050
C  -0.4886  -0.0339  2.0603
C  -0.6587  -1.1197  2.8295
C  0.4905  -1.6900  3.3802
C  1.7391  -1.0351  3.2397
C  1.8419  0.1177  2.4250
C  0.7193  0.6245  1.8622
N  0.8578  1.7884  1.1379
C  1.5368  2.9448  1.7080
C  2.7502  3.4446  1.1346
C  3.5414  4.4044  1.7683
C  3.1517  4.8744  3.0920
C  1.9542  4.3500  3.6723
C  1.1898  3.3561  3.0089
C  0.3396  1.9156  -0.1195
O  0.4222  2.9511  -0.6867
H  -1.7112  -0.6847  -2.4486
H  -3.6456  -2.1766  -2.5790
H  -4.7248  -3.5496  -4.1647
H  -3.4162  -4.8796  -5.9001
H  -0.9330  -4.8010  -5.9379
H  0.1573  -3.5382  -4.2083
H  0.9348  -0.7845  -0.1050
H  -0.6503  1.2573  -1.8177
H  -2.5598  0.1656  1.6312
H  -1.6835  -1.4782  2.9758
H  0.4383  -2.5547  4.1114
H  2.6720  -1.3114  3.7114
H  2.7238  0.7439  2.2292
H  3.0972  2.9406  0.1929
H  4.4840  4.6961  1.3439
H  3.8364  5.5273  3.6298
H  1.8129  4.6952  4.7554
H  0.3221  2.9555  3.6054

Calculated values
Calculated total energy   -35208.052 eV
LUMO energy   0.44 eV
SMILES   O=C(Nc1ccccc1)N[C@H]1C(=O)Nc2ccccc2N(c2ccccc2)C1=O
HOMO-LUMO gap   0.335 hartree



[7]
ORCA calculation (wB97M-V/def2-TZVPD) on C22H19AsIrN3O3S4 as an isolated structure at a distorted geometry.

Atoms and positions in Å:
Ir  0.7987  -1.0336  -0.4448
C  -3.2745  -0.2011  -1.4945
C  -1.8116  -0.5043  -1.5115
N  -1.0993  -0.4443  -0.3452
N  -1.6986  -0.5161  0.9294
C  -0.9036  -1.0706  1.7489
O  0.2704  -1.6073  1.4204
C  -1.3022  -1.1731  3.1676
C  -0.6238  -2.0932  3.9579
C  -1.0045  -2.3323  5.2748
C  -2.1050  -1.7134  5.7975
C  -2.8473  -0.7926  5.0024
C  -2.4152  -0.4680  3.7263
C  -1.0731  -0.7810  -2.6280
C  -1.6123  -0.6486  -3.9468
C  -0.7828  -0.8525  -5.0523
C  0.5625  -1.2894  -4.8606
C  0.9984  -1.4175  -3.5759
N  0.2681  -1.1858  -2.4853
H  -3.9469  -1.0226  -1.6998
H  -3.4316  0.6421  -2.1678
H  -3.5899  0.1262  -0.5067
H  0.2329  -2.5335  3.5288
H  -0.3676  -2.9666  5.8852
H  -2.4269  -2.0190  6.7606
H  -3.8005  -0.3846  5.3761
H  -2.9751  0.2095  3.0410
H  -2.5826  -0.2348  -4.0601
H  -1.2769  -0.6886  -6.0073
H  1.1784  -1.6213  -5.6796
H  1.9923  -1.7650  -3.3266
C  1.8852  2.9208  -2.7172
C  1.7488  2.1335  -1.4665
O  1.7487  0.9098  -1.7350
C  1.5813  2.7869  -0.1945
C  1.7522  4.1834  -0.0228
C  1.5239  4.8018  1.1687
C  1.2668  4.0334  2.3107
C  1.2413  2.6839  2.2517
C  1.3779  1.9557  0.9569
O  1.3223  0.6893  0.9531
H  1.6071  2.2648  -3.5433
H  2.9397  3.2197  -2.8107
H  1.2875  3.7880  -2.6366
H  2.0471  4.7663  -0.8854
H  1.5777  5.8852  1.2425
H  1.0921  4.5003  3.2812
H  1.0364  2.0164  3.1285
S  4.2688  -4.8598  -2.2191
As  2.6570  -4.0700  -1.0481
S  3.0386  -1.9889  -0.5820
S  0.6483  -4.6309  -1.5871
S  3.0012  -5.6067  0.3306

Calculated values
Calculated total energy   -140752.952 eV
LUMO energy (spin up / spin down)   2.49 / -0.09 eV
Charge   -1
HOMO-LUMO gap (spin up / spin down)   0.220 / 0.178 hartree
Multiplicity   6



[8]
ORCA calculation (wB97M-V/def2-TZVPD) on C22H19BBrMgN7O4 as an isolated structure at a distorted geometry.

Atoms and positions in Å:
Mg  13.6335  3.4418  12.2924
C  12.4032  6.6173  9.5171
C  12.1412  5.6292  10.4840
N  13.2357  5.0185  10.8484
N  14.2559  5.6180  10.2123
C  13.7959  6.5916  9.3896
B  15.7061  5.3131  10.6515
N  16.0063  3.7495  10.3234
C  16.9233  3.2326  9.5141
C  16.8870  1.8360  9.6989
C  15.8242  1.6841  10.6194
N  15.2710  2.8459  10.9866
N  15.8577  5.4667  12.1465
C  16.8531  6.1077  12.8462
C  16.6835  5.8385  14.2004
C  15.5169  5.1088  14.2236
N  15.0638  4.7990  13.0385
H  11.8643  7.4507  9.0428
H  11.1507  5.4284  10.9555
H  14.5238  7.1398  8.7459
H  16.4523  5.9601  9.9634
H  17.6198  3.8756  9.1054
H  17.4831  1.0466  9.3609
H  15.4401  0.8132  11.1189
H  17.6053  6.6578  12.1958
H  17.4096  6.1266  14.9984
H  14.9396  4.7581  15.1130
O  13.6427  0.3957  15.3256
C  13.4574  1.5504  14.6572
O  14.1883  1.9536  13.7590
C  12.2705  2.2700  15.1712
C  11.3729  1.6439  16.0237
C  10.2510  2.3557  16.4296
C  10.0070  3.6150  15.8669
C  10.8980  4.0984  14.9458
N  12.0056  3.4563  14.6360
C  10.8342  5.4642  14.3421
O  9.9230  6.2378  14.9194
O  11.5479  5.9023  13.4839
H  14.1972  -0.1866  14.8127
H  11.5769  0.6552  16.4036
H  9.6614  1.9646  17.3077
H  9.0903  4.1488  16.1905
H  9.7043  6.0373  15.8440
Br  8.6141  -0.1913  9.1831
C  9.8628  0.6946  10.2221
C  9.5489  1.7884  10.9354
C  10.5453  2.5687  11.4954
C  11.9119  2.2371  11.4441
C  12.1544  1.0588  10.7743
C  11.1574  0.2807  10.1843
H  8.4996  2.1707  10.9347
H  10.2071  3.4727  11.8865
H  13.1672  0.7285  10.6080
H  11.3003  -0.6500  9.6097

Calculated values
Calculated total energy   -117909.905 eV
LUMO energy   -1.26 eV
HOMO-LUMO gap   0.232 hartree